A structure of composition C19H30ErN at a distorted geometry. Source: the Open Molecules 2025 dataset; level of theory: the ωB97M-V functional and the def2-TZVPD basis.

Calculated values
* relative energy (zero: lowest compared OMol25 entry of this formula, charge and spin): 7.46 kJ/mol
* <S²>: 3.75
* Kohn-Sham gap (alpha / beta): 7.102 / 7.245 eV
* molar mass: 439.72 g/mol
* spin multiplicity: 4
* charge: +2
* HOMO (alpha / beta): -14.6 / -14.6 eV

Last column: Mulliken charge in e.
Element x y z (Å)
1 C 1.520 2.172 -0.790  -0.42
2 H 2.442 2.737 -0.988  0.60
3 H 1.559 1.337 -1.544  0.05
4 H 1.677 1.788 0.256  0.07
5 C 0.273 3.045 -0.977  -0.20
6 H -0.600 2.473 -1.358  0.40
7 H -0.056 3.481 -0.024  0.28
8 C 0.580 4.192 -1.957  -1.49
9 H -0.265 4.881 -2.081  0.39
10 H 1.425 4.776 -1.574  0.41
11 H 0.861 3.810 -2.947  0.35
12 C -0.893 -1.876 -0.123  0.69
13 C -1.566 -1.086 -1.133  0.52
14 C -0.604 -0.777 -2.148  0.85
15 C 0.664 -1.336 -1.753  0.26
16 C 0.492 -2.018 -0.499  0.30
17 C 1.523 -2.843 0.207  -1.47
18 C 1.872 -1.346 -2.617  -1.32
19 C -0.845 -0.076 -3.437  -1.28
20 C -3.007 -0.683 -1.131  -1.60
21 C -1.519 -2.486 1.071  -1.24
22 Er 0.032 0.246 -0.104  0.67
23 H 2.734 -1.745 -2.073  0.40
24 H 1.720 -1.963 -3.511  0.35
25 H 2.115 -0.336 -2.964  0.24
26 H 2.536 -2.572 -0.133  0.41
27 H 1.489 -2.723 1.301  0.29
28 H 1.384 -3.913 -0.015  0.37
29 H -2.429 -1.935 1.340  0.32
30 H -1.813 -3.533 0.894  0.31
31 H -0.823 -2.483 1.919  0.31
32 H -3.165 0.196 -1.772  0.40
33 H -3.638 -1.491 -1.531  0.38
34 H -3.388 -0.445 -0.127  0.36
35 H -0.070 0.682 -3.632  0.30
36 H -0.814 -0.778 -4.283  0.34
37 H -1.827 0.415 -3.435  0.37
38 N 0.187 1.032 2.304  -0.73
39 C 0.066 0.264 3.508  0.74
40 C 1.216 -0.200 4.156  -0.34
41 C 1.132 -0.466 5.533  -0.76
42 C -0.095 -0.353 6.195  -0.41
43 C -1.268 -0.075 5.484  -0.74
44 C -1.196 0.188 4.107  -0.37
45 H 1.101 1.496 2.229  0.38
46 H -0.559 1.738 2.212  0.34
47 H 2.150 -0.295 3.593  0.37
48 H 2.014 -0.793 6.093  0.40
49 H -0.142 -0.503 7.275  0.41
50 H -2.229 -0.107 6.001  0.40
51 H -2.092 0.379 3.512  0.35